{
  "formula": "C30H49BN7PtS",
  "method": "ωB97M-V/def2-TZVPD",
  "species": ["Pt", "S", "N", "N", "N", "N", "N", "N", "N", "C", "C", "C", "C", "C", "C", "C", "C", "C", "C", "C", "C", "C", "C", "C", "C", "C", "C", "C", "C", "C", "C", "C", "C", "C", "C", "C", "C", "C", "C", "B", "H", "H", "H", "H", "H", "H", "H", "H", "H", "H", "H", "H", "H", "H", "H", "H", "H", "H", "H", "H", "H", "H", "H", "H", "H", "H", "H", "H", "H", "H", "H", "H", "H", "H", "H", "H", "H", "H", "H", "H", "H", "H", "H", "H", "H", "H", "H", "H", "H"],
  "xyz": [[-0.833736, -1.202381, -1.047488], [-4.952579, -2.128560, -2.751522], [1.852089, -0.302001, -0.163083], [-0.696908, -1.154004, 1.055916], [-0.613135, 0.904388, -1.133606], [-2.853587, -1.414290, -1.538428], [0.152177, -0.270309, 1.617243], [1.204191, -1.148096, -0.955121], [0.125519, 1.479413, -0.169570], [0.647568, 3.809572, 0.600435], [0.912368, 0.294823, 3.963323], [3.188813, -0.485741, -0.345707], [-1.406280, 1.955837, -4.359384], [-3.712833, -2.479481, 1.705474], [-1.296226, -1.914880, 1.993500], [-0.802257, -1.484923, 3.213529], [0.107526, -0.449504, 2.953039], [1.563571, -2.885373, -2.642555], [-1.236537, 1.834324, -1.892282], [0.671091, 5.217712, 0.015145], [0.030655, -2.891737, -2.651020], [-0.840715, 3.067862, -1.394808], [-0.047216, 3.786259, 1.976044], [2.145514, -2.667635, -4.047981], [-2.107870, 1.513824, -3.062591], [-3.302612, -2.271670, -2.440425], [-2.271487, -3.006964, 1.680507], [2.068305, -1.880827, -1.673448], [5.565408, -0.447237, 0.447737], [-3.472150, 2.202023, -2.939619], [4.406653, 1.679116, -0.289378], [3.347940, -1.492830, -1.308508], [-3.858065, -0.598630, -1.061588], [0.007661, 2.822055, -0.309553], [4.234462, 0.294068, 0.365996], [1.862222, -0.680956, 4.682179], [-2.113569, -4.184316, 2.638297], [-0.012756, 0.971921, 4.986092], [-5.064831, -0.854500, -1.613305], [1.036274, 0.636040, 0.742714], [-0.557335, 0.240639, 5.583548], [1.275837, 5.862799, 0.649406], [5.439747, -1.470490, 0.801573], [1.860500, -1.690783, -4.442670], [-3.362373, 3.285170, -2.985584], [4.275790, -1.888932, -1.683806], [-6.009411, -0.374846, -1.409425], [2.513361, -1.193636, 3.972356], [-2.735058, -5.017527, 2.315169], [-0.486083, 1.393166, -4.522222], [3.457056, 2.212406, -0.360598], [-1.062317, -1.878170, 4.181444], [-4.408001, -3.293933, 1.505350], [-3.969439, 1.953685, -2.001428], [1.081351, 5.238152, -0.994382], [6.067921, -0.478714, -0.521024], [-0.743270, 1.618886, 4.498656], [-0.329446, 5.654695, -0.009097], [-2.244107, 0.426774, -3.099002], [1.685487, 3.499813, 0.768532], [0.480793, 4.445419, 2.662431], [2.480052, -0.125331, 5.385363], [1.910239, -3.869137, -2.305562], [-1.081493, -4.529173, 2.698585], [-2.071803, 1.790612, -5.205123], [5.105658, 2.274314, 0.294940], [-1.149676, 4.030943, -1.763957], [1.742932, 1.318094, 1.393103], [-3.952080, -2.067723, 2.686079], [-0.357097, -3.648446, -3.333395], [-1.072124, 4.147266, 1.878663], [-2.057162, -3.345325, 0.654816], [-3.874852, -1.703297, 0.959501], [-0.070895, 2.780164, 2.396871], [-0.369161, -3.146639, -1.636608], [-0.353106, -1.910809, -3.015975], [-2.688112, -3.013971, -2.928097], [3.880647, 0.467509, 1.388280], [-4.115408, 1.895311, -3.762964], [4.811444, 1.568273, -1.296089], [6.233230, 0.076899, 1.128604], [-1.160401, 3.016412, -4.323970], [0.587475, 1.572044, 5.667736], [1.309069, -1.432819, 5.244446], [1.781815, -3.435876, -4.728769], [-3.641494, 0.153422, -0.319335], [3.231633, -2.724584, -4.030452], [1.515094, 1.059752, 3.474204], [-2.440097, -3.914863, 3.643713]],
  "atomic_forces_ev_per_a": [[2.445, 1.781, 1.010], [0.280, 0.069, 0.201], [0.880, 0.277, 0.235], [-0.332, -0.143, -1.855], [-0.114, -1.997, -0.275], [0.343, 0.463, 0.713], [0.011, 0.474, 0.243], [-1.992, 0.133, 0.174], [-0.104, 0.370, 0.437], [0.519, 0.031, 0.420], [0.200, -0.050, 0.404], [-0.156, -0.365, -0.303], [-0.001, -0.173, 0.102], [0.061, 0.012, 0.068], [-0.376, -0.251, 0.101], [0.136, 0.256, -0.293], [-0.407, -0.371, -0.015], [0.046, -0.055, 0.092], [-0.515, 0.068, 0.064], [-0.207, 0.037, -0.072], [0.629, -0.184, -0.226], [0.008, -0.377, 0.119], [-0.130, -0.016, -0.248], [-0.267, 0.077, -0.130], [-0.031, 0.210, -0.227], [-0.242, -0.200, -0.108], [-0.230, 0.070, -0.191], [0.496, -0.307, -0.228], [0.032, -0.110, -0.187], [0.030, -0.102, 0.137], [-0.046, -0.215, -0.125], [-0.310, 0.217, 0.134], [-0.106, 0.098, -0.105], [-0.368, -0.065, -0.176], [0.047, 0.473, 0.381], [0.023, 0.080, -0.214], [0.123, -0.087, 0.074], [-0.081, 0.055, -0.193], [-0.026, -0.120, -0.127], [0.285, 0.041, 0.096], [0.025, -0.057, -0.024], [0.048, -0.017, -0.026], [0.035, 0.018, 0.078], [0.020, 0.014, 0.002], [0.007, 0.008, -0.024], [0.023, 0.010, 0.021], [0.013, 0.042, 0.010], [0.055, -0.010, 0.052], [-0.011, 0.015, -0.034], [0.033, 0.053, -0.046], [0.008, 0.054, 0.034], [0.009, -0.072, -0.011], [-0.003, -0.023, 0.002], [-0.011, 0.081, -0.036], [0.072, 0.020, 0.030], [-0.057, -0.010, -0.028], [0.013, 0.060, 0.055], [-0.016, -0.044, -0.032], [-0.041, 0.066, -0.018], [-0.035, -0.075, -0.117], [0.013, -0.011, 0.012], [0.026, -0.021, 0.002], [-0.179, -0.045, 0.038], [-0.005, -0.014, -0.024], [0.030, -0.011, -0.032], [-0.012, 0.017, 0.006], [0.095, 0.010, -0.090], [-0.007, 0.065, 0.034], [-0.008, -0.012, 0.011], [-0.270, 0.062, 0.085], [-0.020, -0.014, 0.063], [0.047, -0.081, 0.051], [-0.017, -0.059, 0.189], [0.014, 0.008, 0.065], [-0.164, -0.472, 0.313], [-0.106, 0.280, -0.414], [-0.031, 0.045, -0.005], [-0.069, -0.089, -0.030], [-0.002, 0.030, -0.024], [0.007, 0.041, -0.011], [-0.026, -0.014, 0.034], [-0.013, 0.008, -0.005], [-0.011, 0.020, 0.002], [-0.038, 0.002, -0.005], [0.027, -0.021, -0.015], [0.044, 0.001, -0.008], [-0.005, -0.012, 0.071], [-0.066, -0.002, -0.092], [0.007, 0.050, -0.015]],
  "mulliken_charge": [1.305, 0.013, 0.615, -0.580, -0.873, 1.285, 0.672, -0.190, 0.778, 1.017, 0.651, -0.061, -1.508, -1.072, -0.363, -0.221, -0.352, 0.418, -0.702, -1.968, -1.660, -0.065, -1.086, -1.400, 1.193, -0.243, 0.903, -0.081, -1.804, -1.597, -1.129, -1.218, -1.188, -0.240, 1.009, -1.538, -1.722, -1.600, -0.457, 0.662, 0.397, 0.456, 0.441, 0.370, 0.414, 0.556, 0.463, 0.361, 0.465, 0.370, 0.151, 0.562, 0.426, 0.322, 0.460, 0.353, 0.353, 0.359, -0.276, -0.016, 0.430, 0.479, 0.480, 0.412, 0.463, 0.426, 0.686, -0.188, 0.429, 0.567, 0.359, -0.035, 0.098, 0.098, 0.560, 0.480, 0.196, 0.035, 0.444, 0.367, 0.457, 0.361, 0.462, 0.361, 0.454, 0.610, 0.407, 0.156, 0.358],
  "fmax_ev_per_a": 3.19,
  "homo_lumo_gap_ev": [4.820, 4.815],
  "multiplicity": 1,
  "e_tot_ha": -2097.23187,
  "charge": 3,
  "lumo_ev": [-13.0, -13.0],
  "homo_energy_ev": [-17.83, -17.83]
}